Density functional theory data (ωB97M-V/def2-TZVPD) for C23H43MnN2OP3Se as an isolated structure in a non-equilibrium geometry.

Last column: Löwdin charge in e.
Element x y z (Å)
1 H -0.847 0.190 -4.047  0.04
2 H -1.884 -4.880 1.555  0.13
3 H 4.404 -2.473 3.150  0.15
4 H 0.159 0.914 -5.333  0.09
5 H -1.347 1.168 -1.417  0.00
6 C 0.175 0.338 -4.401  -0.17
7 H 1.486 0.145 0.137  0.09
8 C 2.569 0.091 -2.893  -0.18
9 C 2.576 -2.370 2.035  -0.02
10 Mn 0.044 -2.563 0.696  0.57
11 C -3.349 -2.009 -0.511  -0.14
12 H 2.613 3.136 -3.320  0.07
13 C -1.329 -2.978 2.391  -0.22
14 C -0.131 -2.535 -1.321  -0.20
15 H -1.443 -0.403 -2.252  0.01
16 H -3.601 -0.641 3.542  0.14
17 H -0.253 2.738 3.202  0.05
18 H -0.807 4.367 2.674  0.07
19 H -3.194 1.556 0.951  0.05
20 H -2.011 4.204 -0.352  0.05
21 C -1.975 0.295 -1.606  -0.23
22 H -0.878 -2.061 -1.942  0.02
23 H 0.568 1.626 -1.985  0.03
24 C 2.210 -0.449 0.712  -0.07
25 H -1.598 -4.083 -0.595  0.06
26 C -3.222 -1.582 3.126  -0.09
27 H -2.897 0.595 -2.122  0.10
28 H 0.635 -0.639 -4.584  0.08
29 H -4.358 0.815 -0.198  0.08
30 H 3.378 0.607 -2.379  0.04
31 N 5.231 1.689 0.495  0.35
32 H 2.143 -3.309 2.396  0.14
33 P -2.480 -0.502 -0.098  0.68
34 H -5.055 -2.667 3.515  0.15
35 C -3.667 0.621 0.629  -0.23
36 C -0.881 3.286 2.486  -0.28
37 H -0.412 4.447 -1.104  0.04
38 H 5.335 -0.378 2.088  0.14
39 H 5.841 1.309 1.200  0.14
40 P 1.196 1.208 -3.213  0.91
41 H 2.019 2.610 -4.964  0.09
42 N 1.812 -1.678 1.139  -0.06
43 C -0.538 -3.821 -0.706  -0.16
44 H 2.226 -0.738 -2.266  0.04
45 H 1.383 4.617 1.409  0.08
46 C -2.246 -4.016 2.104  -0.05
47 H 1.889 2.934 1.841  0.05
48 P -0.279 2.913 0.779  0.72
49 C 1.750 2.774 -3.910  -0.18
50 H -3.524 -2.656 0.353  0.05
51 O 3.269 1.843 -0.562  0.10
52 H 0.142 -4.693 -0.795  0.11
53 H -4.283 -4.725 2.354  0.15
54 Se -1.020 -0.179 1.629  0.92
55 C -1.911 -1.683 2.635  -0.45
56 C -3.582 -3.898 2.493  -0.03
57 H 0.921 3.496 -3.842  0.08
58 H -4.179 0.145 1.464  0.06
59 H 0.846 -2.354 -1.763  0.05
60 H 2.004 3.461 0.158  0.02
61 H 2.910 -0.306 -3.855  0.09
62 H -4.320 -1.696 -0.915  0.11
63 H -1.918 2.947 2.601  0.04
64 H -0.259 -3.181 2.597  0.12
65 C -0.944 4.368 -0.145  -0.27
66 H 5.537 2.512 0.001  0.17
67 C -4.052 -2.716 3.076  0.00
68 C 4.326 -0.725 1.866  0.07
69 C 1.414 3.567 1.078  -0.27
70 H -2.831 -2.591 -1.276  0.06
71 H -0.808 5.291 0.437  0.07
72 C 3.507 0.010 0.984  -0.08
73 C 3.827 -1.894 2.430  0.04
74 C 3.972 1.241 0.268  -0.37

Forces on atoms 1 to 3 (eV/Å):
0.121 0.104 -0.293
-0.116 -0.383 0.791
-0.044 0.196 -0.162

Calculated values
Spin multiplicity   4
Total charge   +4
HOMO energy (alpha / beta)   -19.2 / -18.8 eV
M   590.4 g/mol
Electronic energy   -5661.745443 Ha